{
  "formula": "C6H8OS",
  "method": "wB97M-V/def2-TZVPD",
  "elements": ["C", "H", "C", "H", "H", "S", "H", "C", "H", "H", "H", "C", "C", "H", "C", "O"],
  "xyz": [[2.2354, 0.5092, -0.1246], [-3.8919, -1.2517, -0.3894], [3.2526, -0.1255, -0.7579], [-1.2955, -1.4645, 1.1710], [3.2260, -0.4981, -1.8405], [-0.8807, 1.8164, 1.1214], [1.0251, 0.7953, -1.9019], [-0.0146, 1.2304, -0.0914], [2.3288, 0.7856, 0.8582], [-3.7500, -1.5314, 1.3283], [-1.3468, -1.2272, -0.6018], [-3.2502, -1.3051, 0.5036], [1.0055, 0.7966, -0.7895], [3.9728, -0.4008, -0.1234], [-1.9443, -1.3886, 0.3560], [-0.6721, 3.2595, 1.2820]],
  "e_above_lowest_kcal_mol": 113.4,
  "total_charge": 0
}

{
  "formula": "C34H60BeBrN2O6Si3Te",
  "method": "wB97M-V/def2-TZVPD",
  "elements": ["C", "H", "N", "O", "C", "C", "C", "C", "C", "H", "H", "Te", "C", "H", "C", "Br", "Be", "H", "H", "H", "C", "H", "H", "H", "N", "H", "H", "H", "C", "H", "H", "O", "Si", "H", "H", "H", "C", "Si", "C", "H", "H", "H", "H", "C", "C", "C", "C", "H", "H", "C", "H", "H", "H", "C", "O", "H", "H", "C", "H", "C", "H", "O", "O", "H", "H", "C", "C", "H", "H", "H", "H", "H", "H", "H", "H", "C", "H", "H", "H", "H", "H", "H", "C", "H", "C", "H", "C", "H", "Si", "C", "C", "C", "H", "H", "H", "H", "H", "H", "C", "C", "C", "H", "O", "C", "H", "C", "H", "H"],
  "xyz": [[-1.6924, -4.6369, -2.6887], [0.5751, 3.3692, 4.4672], [1.8608, -3.8695, -1.8452], [0.2246, 0.4766, 0.0522], [2.1816, -6.0427, -1.8251], [2.3312, -2.0177, 3.3842], [0.6682, -4.5396, -1.9658], [2.8362, 1.9171, 3.9912], [-4.7348, -0.1727, 1.3847], [-4.2755, -0.3534, -1.9177], [-1.4971, -5.6739, -2.9315], [-1.8843, 2.4566, -0.1359], [4.8853, 0.0661, 1.1160], [2.2009, -0.9955, 3.7439], [4.2455, -4.7385, -1.6137], [-4.2770, -5.0663, -3.7595], [-0.9167, 0.1021, -0.7732], [-0.4298, 2.6751, 3.1770], [0.6200, 5.3911, -2.5121], [-7.1690, 1.7770, 2.4501], [-0.0629, -2.1122, 2.6274], [-0.7396, -2.4253, 1.8219], [-5.2850, 1.6550, -1.3974], [2.6188, 1.1091, 4.6943], [0.8156, -5.8304, -1.9724], [4.9064, 0.9279, 1.7896], [2.6238, -3.8362, 1.3319], [-5.4889, -0.8155, 0.9130], [-2.8353, 3.5687, -1.7103], [4.8443, -8.0866, -1.5733], [4.8170, 2.4814, -0.1530], [1.6848, -1.4328, 1.0814], [-1.7954, 5.1007, -2.1351], [-3.8280, 3.8528, -1.3398], [-2.0765, 6.8868, -3.8217], [-5.7399, 2.1597, 3.4326], [-2.1347, -2.0063, -2.0994], [1.5617, 0.2217, 0.9342], [4.8328, 1.6264, -0.8348], [-0.9560, 6.9332, -0.6981], [4.7623, -3.7874, -1.5574], [-0.2501, -1.0575, 2.8607], [2.3722, -8.1925, -1.8173], [0.4071, 2.4781, 3.8553], [-0.6490, -3.8868, -2.1268], [-1.7712, 6.2031, -0.6365], [2.8577, -4.8259, -1.7511], [1.5138, -4.4350, 2.5800], [4.2941, 1.8992, -1.7476], [-3.4772, 2.5587, 1.2874], [3.7504, -1.6280, -0.5971], [2.8055, 2.9780, 1.4191], [-3.0015, 2.2086, 2.2140], [-0.9217, -2.5774, -1.7928], [-2.2191, -0.6445, -1.7316], [-3.7473, -0.4530, 0.9983], [-3.2595, 1.0877, -2.0353], [-0.0769, 4.5480, -2.5880], [3.5540, -0.5396, -2.0073], [4.1775, 0.4260, -0.1821], [0.3033, 3.7575, -1.9284], [1.3599, 0.8899, 2.3926], [-0.0960, -1.6564, -1.1810], [4.3723, -0.7621, 1.6183], [-2.6367, 5.3244, -4.4529], [-3.3569, 0.0557, -2.3145], [2.8928, -7.2429, -1.7607], [3.7285, 1.6475, 3.4187], [5.1777, -1.0124, -1.4557], [6.0102, -5.9225, -1.4439], [-3.6404, 3.6360, 1.4120], [-0.2978, -2.7058, 3.5138], [-6.1849, 2.9873, -0.6596], [5.9166, -0.2372, 0.9160], [2.1239, -2.7079, 4.2049], [-2.9042, -4.0500, -2.9671], [-3.3157, -0.0545, -3.3940], [5.8733, 1.4047, -1.0913], [-2.7130, 6.7585, -0.5486], [-0.0408, 4.1767, -3.6202], [-4.1022, -2.2663, -2.9474], [-6.8330, 1.3425, -0.5955], [-5.9080, 1.9314, -0.5416], [2.2032, 4.1658, 2.5933], [4.9314, -5.9345, -1.5510], [3.0512, 2.8245, 4.5621], [1.9601, 3.2445, 2.0588], [-3.6448, 6.2341, -3.3050], [-5.0988, 1.6353, 1.1063], [1.6561, 2.1401, 3.0618], [-6.1978, 2.2911, 2.4442], [-2.6123, 5.9628, -3.5605], [-6.3860, 3.3625, 2.2955], [0.8913, -4.0142, 0.9782], [-1.6266, 5.6285, 0.2831], [0.1397, 1.6459, 4.5130], [1.0908, 3.4329, 1.4205], [0.4867, -1.9709, -0.4432], [-3.1452, -2.7059, -2.7027], [1.3916, -2.3166, 2.2244], [4.1658, -0.7627, -1.1261], [-4.7382, -0.3977, 2.4584], [2.8069, 0.8059, 0.0774], [4.2632, -7.1723, -1.6238], [2.0211, -2.8810, -1.9178], [1.6176, -3.7337, 1.7464], [-2.9670, 2.9126, -2.5765], [3.3739, -2.1534, 3.0764]],
  "e_above_lowest_kcal_mol": 23.4,
  "total_charge": 1
}

{
  "formula": "C2H8NO",
  "method": "wB97M-V/def2-TZVPD",
  "elements": ["H", "O", "C", "N", "C", "H", "H", "H", "H", "H", "H", "H"],
  "xyz": [[0.7584, -1.5127, -1.1277], [-1.3729, -1.0526, 1.0425], [0.9333, -0.4420, -1.0091], [-0.0938, 0.4095, -0.4758], [0.1789, 1.4075, 0.2437], [1.1275, 1.8837, 0.4592], [1.2272, 0.0356, -1.9350], [-0.7317, -1.3174, 1.7215], [-0.6841, 1.9835, 0.4932], [-2.1488, -0.9485, 1.6131], [1.8853, -0.4801, -0.4628], [-1.0792, 0.0334, -0.5629]],
  "e_above_lowest_kcal_mol": 34.4,
  "total_charge": 1
}

no.,electronic energy (eV),LUMO energy (eV)
1,-19229.347,-0.24
2,-152872.328,-2.35
3,-5733.392,-5.01